(1)
{"formula": "C3H4FN", "method": "the ωB97M-V functional and the def2-TZVPD basis", "symbols": ["C", "C", "C", "N", "F", "H", "H", "H", "H"], "coordinates": [[1.3920, -1.1633, -0.0131], [-1.6995, 0.7286, 0.0079], [0.4058, -0.2975, 0.0136], [-0.8692, -0.2104, -0.0619], [1.0806, 1.6561, 0.0658], [2.4260, -0.8513, 0.2771], [1.3359, -2.0978, -0.4345], [-2.7383, 0.5234, -0.3911], [-1.3332, 1.7122, 0.5361]], "forces_ev_per_a": [[1.76, 3.16, 1.00], [-0.35, 1.63, 0.99], [1.28, 1.38, 0.36], [-0.06, -0.22, -1.02], [-0.92, -2.65, 0.26], [-1.22, 0.02, -0.35], [-0.77, -2.16, -0.62], [1.20, 0.50, 0.82], [-0.92, -1.65, -1.43]], "max_force_ev_per_a": 3.754, "homo_energy_ev": -9.944, "mol_weight_g_mol": 73.070, "e_tot_ev": -7379.2830, "relative_energy_kcal_mol": 75.0, "lumo_energy_ev": -0.8, "orbital_gap_ev": 9.180}

***

(2)
{"formula": "C3H4FN", "method": "the ωB97M-V functional and the def2-TZVPD basis", "symbols": ["N", "C", "C", "C", "F", "H", "H", "H", "H"], "coordinates": [[3.1823, -0.5297, 0.3032], [2.1216, -0.4376, -0.1209], [0.6329, -0.3864, -0.3906], [0.0483, 0.8118, 0.3138], [0.2460, 2.0601, -0.3535], [0.4860, -0.4248, -1.4210], [0.1541, -1.3026, 0.1042], [0.4455, 0.7812, 1.2508], [-1.0968, 0.8674, 0.3319]], "forces_ev_per_a": [[0.30, 0.10, -0.24], [-1.53, -0.30, 0.29], [1.02, -0.91, 1.95], [-3.56, 1.34, -3.11], [0.98, -1.08, 0.55], [-0.55, 0.01, -1.72], [0.79, 1.13, -0.76], [1.00, 0.80, 2.76], [1.56, -1.07, 0.28]], "max_force_ev_per_a": 4.918, "homo_energy_ev": -12.094, "mol_weight_g_mol": 73.070, "e_tot_ev": -7382.3395, "relative_energy_kcal_mol": 4.5, "lumo_energy_ev": 0.7, "orbital_gap_ev": 12.789, "smiles": "N#CCCF"}

***

(3)
{"formula": "C3H4FN3", "method": "the ωB97M-V functional and the def2-TZVPD basis", "symbols": ["C", "C", "C", "N", "N", "N", "F", "H", "H", "H", "H"], "coordinates": [[-0.3789, -0.2081, -0.0205], [-0.3483, -0.5494, -1.4270], [0.6892, 0.2628, 0.7138], [0.6364, -1.2952, -1.8963], [1.3451, -1.8150, -0.9262], [1.9068, -1.5166, 0.0318], [2.1986, -2.8307, 0.9311], [-1.4224, -0.2989, 0.3283], [-1.2261, -0.4049, -2.0354], [1.6293, 0.5144, 0.1788], [0.5773, 0.6112, 1.7783]], "forces_ev_per_a": [[-0.72, 1.34, 0.59], [1.67, -0.79, 1.06], [-1.55, 0.76, -0.65], [-1.61, 1.11, -0.62], [0.60, -2.73, -0.67], [1.70, -0.41, 1.60], [-0.28, 0.75, -0.98], [0.79, 0.27, 0.64], [0.22, 0.26, -0.46], [-0.98, 0.12, 0.78], [0.16, -0.68, -1.28]], "max_force_ev_per_a": 2.872, "homo_energy_ev": -9.934, "mol_weight_g_mol": 101.084, "e_tot_ev": -10357.4028, "relative_energy_kcal_mol": 145.7, "lumo_energy_ev": -0.6, "orbital_gap_ev": 9.340}

***

(4)
{"formula": "C3H4FN3S", "method": "the ωB97M-V functional and the def2-TZVPD basis", "symbols": ["F", "C", "C", "N", "N", "N", "C", "S", "H", "H", "H", "H"], "coordinates": [[1.2679, 1.4227, 1.4230], [0.3331, 0.4770, 1.8567], [-0.4861, 0.0960, 0.6726], [-1.8165, 0.4133, 0.5428], [-2.1848, 0.1485, -0.6641], [-1.1464, -0.3176, -1.3420], [-0.0658, -0.4224, -0.5411], [1.5329, -0.9579, -1.0547], [-0.2731, 1.0279, 2.5914], [0.8305, -0.3605, 2.3512], [-1.2669, -0.7732, -2.1990], [2.1191, 0.0149, -0.3616]], "forces_ev_per_a": [[0.59, -0.19, 0.00], [-0.77, 0.53, 0.22], [-0.37, -0.23, -0.54], [0.78, 0.17, -0.36], [-1.19, 0.00, 0.20], [0.84, 0.02, 1.66], [0.52, 0.36, 0.69], [-0.47, -0.07, 0.00], [-0.09, -0.53, -0.22], [0.22, 0.12, -0.24], [-0.35, -0.34, -1.46], [0.30, 0.17, 0.04]], "max_force_ev_per_a": 1.861, "homo_energy_ev": -9.327, "mol_weight_g_mol": 133.151, "e_tot_ev": -21197.5951, "relative_energy_kcal_mol": 24.9, "lumo_energy_ev": 0.6, "orbital_gap_ev": 9.882, "smiles": "FCc1nn[nH]c1S"}

***

(5)
{"formula": "C3H4FNO", "method": "the ωB97M-V functional and the def2-TZVPD basis", "symbols": ["C", "C", "C", "H", "H", "H", "H", "N", "O", "F"], "coordinates": [[0.6166, -0.1571, -0.3085], [-0.9162, 0.2110, -0.0828], [-2.1019, -0.4348, 0.0929], [3.2405, 1.0205, 0.5789], [0.8919, -1.1503, -0.1576], [-2.1220, -1.5016, -0.1420], [-3.1021, -0.0627, 0.2074], [1.5699, 0.5963, -0.0369], [2.8257, -0.0330, -0.0321], [-0.9023, 1.5116, -0.1192]], "forces_ev_per_a": [[-3.14, -1.67, 1.79], [0.76, -0.85, -0.68], [2.51, -1.27, -1.22], [-0.93, -5.30, -2.89], [-0.05, -2.34, -0.77], [0.37, 0.13, 0.53], [0.20, 0.98, 0.14], [-0.23, 2.17, -0.62], [1.16, 5.65, 3.30], [-0.66, 2.50, 0.42]], "max_force_ev_per_a": 6.641, "homo_energy_ev": -9.530, "mol_weight_g_mol": 89.069, "e_tot_ev": -9425.6478, "relative_energy_kcal_mol": 114.6, "lumo_energy_ev": 0.3, "orbital_gap_ev": 9.869}

***

(6)
{"formula": "C3H4FNO", "method": "the ωB97M-V functional and the def2-TZVPD basis", "symbols": ["C", "C", "C", "H", "H", "H", "H", "N", "O", "F"], "coordinates": [[-0.0303, -0.3038, 0.6161], [-1.4157, -0.2010, -0.4735], [1.1728, 0.3626, 0.1670], [0.7010, -1.8023, -0.0106], [-0.5087, 0.1825, 1.6119], [-1.7491, -1.2109, -1.2987], [-2.5133, -0.1026, 0.1715], [2.2719, 0.9457, 0.2677], [-0.0141, -1.7092, 0.8008], [-1.1202, 1.2044, -1.1792]], "forces_ev_per_a": [[-6.77, 0.17, 0.51], [-1.18, 1.44, -0.13], [8.08, 4.39, 1.71], [-2.54, -1.40, 2.99], [1.63, -0.80, -2.33], [1.96, 3.44, 2.28], [3.51, 0.15, -1.74], [-7.92, -4.28, -1.29], [4.52, 0.64, -3.35], [-1.29, -3.75, 1.34]], "max_force_ev_per_a": 9.352, "homo_energy_ev": -10.925, "mol_weight_g_mol": 89.069, "e_tot_ev": -9425.6994, "relative_energy_kcal_mol": 113.4, "lumo_energy_ev": -0.1, "orbital_gap_ev": 10.824}

***

(7)
{"formula": "C3H4FNO2", "method": "the ωB97M-V functional and the def2-TZVPD basis", "symbols": ["F", "C", "O", "C", "C", "N", "O", "H", "H", "H", "H"], "coordinates": [[1.4818, 1.0972, 0.8365], [1.2076, 0.6277, -0.3990], [-0.0976, 0.9004, -0.7209], [-1.0907, 0.2845, 0.1230], [-0.7325, -1.1294, 0.3040], [0.4210, -1.6309, 0.1160], [1.4525, -0.9098, -0.3008], [2.0579, 0.8502, -0.9867], [-2.0405, 0.6208, -0.5283], [-1.0321, 0.9735, 0.9304], [-1.6274, -1.6840, 0.6260]], "forces_ev_per_a": [[-0.01, 0.28, 0.64], [-1.43, -3.44, 1.69], [2.74, 0.32, -1.89], [-0.49, 2.50, -2.88], [-1.26, 0.53, 0.42], [-1.54, -1.62, 0.44], [0.00, 3.10, -0.33], [-0.05, 0.97, -1.55], [1.63, -1.63, 1.79], [-0.72, -0.25, 1.73], [1.11, -0.76, -0.06]], "max_force_ev_per_a": 4.093, "homo_energy_ev": -9.947, "mol_weight_g_mol": 105.068, "e_tot_ev": -11475.0513, "relative_energy_kcal_mol": 77.1, "lumo_energy_ev": 0.8, "orbital_gap_ev": 10.774, "smiles": "F[C@@H]1OCC=NO1"}

***

(8)
{"formula": "C3H4FNO2", "method": "the ωB97M-V functional and the def2-TZVPD basis", "symbols": ["C", "N", "O", "O", "H", "H", "H", "C", "C", "F", "H"], "coordinates": [[0.2576, 0.8014, -0.2993], [1.0770, -0.1729, -0.1707], [0.8903, -1.3722, -0.3107], [2.3836, 0.2079, 0.1804], [0.5981, 1.8006, -0.1183], [-0.7609, 0.5844, -0.5593], [2.9124, -0.6030, 0.2578], [-2.8169, -0.9927, 0.1322], [-3.7880, -0.3133, -0.0072], [-4.8440, 0.4141, -0.0825], [-1.9615, -1.5992, 0.1346]], "forces_ev_per_a": [[-0.28, 0.66, 0.02], [0.71, 0.10, 0.17], [-0.14, -1.01, -0.08], [0.08, 0.65, 0.07], [0.22, 0.08, 0.03], [-0.02, -0.22, -0.04], [-0.62, -0.23, -0.17], [-0.65, 0.43, -0.28], [-0.14, 0.07, 0.19], [0.26, -0.16, -0.03], [0.58, -0.38, 0.11]], "max_force_ev_per_a": 1.019, "homo_energy_ev": -9.455, "mol_weight_g_mol": 105.068, "e_tot_ev": -11471.9027, "relative_energy_kcal_mol": 149.7, "lumo_energy_ev": 0.7, "orbital_gap_ev": 10.204, "smiles": "C=[N+]([O-])O.C#CF"}

***

(9)
{"formula": "C3H4FNO2S", "method": "the ωB97M-V functional and the def2-TZVPD basis", "symbols": ["C", "C", "C", "N", "O", "O", "F", "S", "H", "H", "H", "H"], "coordinates": [[2.3095, -1.8243, 0.0609], [-0.3812, 0.0901, -0.2402], [0.7898, -0.0387, 0.6462], [2.8380, -2.8043, 0.0283], [2.5955, 0.2958, -1.4655], [3.3991, 0.3349, 0.8922], [2.0815, 2.2031, -0.0057], [2.3689, 0.5900, -0.0602], [-0.6097, 1.2275, -0.1308], [-0.1813, 0.0768, -1.2108], [-1.3360, -0.4387, 0.0190], [0.6681, -0.0764, 1.7027]], "forces_ev_per_a": [[-5.32, 5.65, 1.40], [-1.83, 1.75, 4.29], [1.96, -1.16, -3.34], [2.71, -4.78, -0.33], [-1.30, 1.04, 2.12], [-0.55, 1.03, -0.13], [-0.20, -1.61, 0.07], [1.54, 0.14, -0.85], [0.15, -1.37, 0.29], [1.10, -0.74, -4.25], [1.22, 0.29, -0.01], [0.52, -0.24, 0.74]], "max_force_ev_per_a": 7.890, "homo_energy_ev": [-11.229, -11.230], "mol_weight_g_mol": 137.135, "e_tot_ev": -22307.9858, "relative_energy_kcal_mol": 114.2, "lumo_energy_ev": [-2.7, -2.7], "orbital_gap_ev": [8.540, 8.543]}

***

(10)
{"formula": "C3H4FNS", "method": "the ωB97M-V functional and the def2-TZVPD basis", "symbols": ["C", "C", "S", "H", "H", "C", "N", "F", "H", "H"], "coordinates": [[-0.7837, -1.5996, -0.5137], [-1.1696, -0.9141, 0.3719], [-2.3464, -0.4745, 1.5450], [-0.0369, -2.0235, -1.2277], [-3.2703, -0.7756, 0.6251], [1.8301, 0.9765, 0.1288], [0.7897, 1.6731, -0.0387], [0.4840, 1.8408, -1.4022], [2.3612, 0.3167, -0.6709], [2.1420, 0.9801, 1.1824]], "forces_ev_per_a": [[3.61, -1.55, -2.97], [-2.01, 0.54, 2.15], [0.36, 0.33, -0.37], [-1.54, 0.48, 0.83], [-0.45, 0.14, 0.34], [0.42, -1.18, -0.82], [0.58, 0.63, -0.19], [0.02, -0.63, 0.20], [-0.90, 1.63, 1.35], [-0.09, -0.38, -0.52]], "max_force_ev_per_a": 4.925, "homo_energy_ev": -9.094, "mol_weight_g_mol": 105.137, "e_tot_ev": -18213.2577, "relative_energy_kcal_mol": 109.3, "lumo_energy_ev": 0.6, "orbital_gap_ev": 9.737, "smiles": "C#CS.C=NF"}

***

(11)
{"formula": "C3H4FNS", "method": "the ωB97M-V functional and the def2-TZVPD basis", "symbols": ["F", "C", "C", "N", "C", "S", "H", "H", "H", "H"], "coordinates": [[1.0474, 0.6757, 1.6041], [0.5838, -0.2388, 0.7206], [-0.9544, -0.0501, 0.4069], [-0.5332, 0.0478, -0.9801], [0.8120, 0.1583, -0.7845], [2.0833, 0.5472, -1.7221], [0.8573, -1.2611, 0.9754], [-1.1703, 0.9282, 0.7866], [-1.5221, -0.8948, 0.7298], [-1.2037, 0.0877, -1.7367]], "forces_ev_per_a": [[0.49, -0.07, 0.49], [-0.89, 0.80, -1.20], [2.77, -0.08, 0.24], [-0.75, -0.37, 0.00], [-0.40, -0.55, 0.12], [-0.46, -0.15, 0.33], [0.27, 0.12, 0.06], [-0.95, 0.26, 0.49], [-0.93, -0.21, -0.07], [0.84, 0.25, -0.46]], "max_force_ev_per_a": 2.779, "homo_energy_ev": -8.623, "mol_weight_g_mol": 105.137, "e_tot_ev": -18217.3513, "relative_energy_kcal_mol": 14.9, "lumo_energy_ev": 0.5, "orbital_gap_ev": 9.159, "smiles": "F[C@H]1CNC1=S"}

***

(12)
{"formula": "C3H4FO2S", "method": "the ωB97M-V functional and the def2-TZVPD basis", "symbols": ["C", "C", "C", "O", "O", "F", "S", "H", "H", "H", "H"], "coordinates": [[-1.3414, -1.5269, 0.2486], [-1.7340, -0.1400, 0.5769], [-1.7102, 0.9182, -0.2740], [4.0728, -0.5472, -0.4574], [4.7872, 1.8485, -0.3952], [-1.1125, 0.9380, -1.4828], [3.6624, 0.8690, -0.3159], [-1.4431, -2.1838, 1.0457], [-0.8161, -1.8793, -0.6062], [-2.0872, -0.0544, 1.6183], [-2.2779, 1.7579, 0.0420]], "forces_ev_per_a": [[-0.45, 3.56, 0.47], [1.12, -3.40, -1.12], [0.08, -0.67, 0.72], [0.34, -1.07, -0.11], [0.40, 0.30, -0.03], [-0.69, -0.18, 0.80], [-0.75, 0.76, 0.14], [-0.14, -1.29, 1.20], [0.14, 0.23, -0.70], [-0.16, 0.51, -0.90], [0.11, 1.25, -0.48]], "max_force_ev_per_a": 3.750, "homo_energy_ev": [-4.303, -1.072], "mol_weight_g_mol": 123.128, "e_tot_ev": -20821.6074, "relative_energy_kcal_mol": 76.3, "lumo_energy_ev": [3.2, 2.0], "orbital_gap_ev": [7.518, 3.119], "charge": -1}